Below is a single C6H14IPS molecule at a distorted geometry, with properties calculated with wB97M-V/def2-TZVPD.

Computed properties:
E_LUMO   -0.0101 hartree
ΔE to the lowest compared entry with this formula, charge and spin   0.505 eV
Structure (SMILES)   CC(C)P(=S)(I)C(C)C
DFT total energy   -1274.21534 hartree

```
23
Properties=species:S:1:pos:R:3:nbo_charge:R:1
C -1.09904 2.78928 -0.26316 -0.59
C -1.29407 0.76824 1.18220 -0.65
C 2.44586 -1.61047 -0.28801 -0.62
C -0.10400 -1.67251 -0.82425 -0.63
C -0.69856 1.29054 -0.12830 -0.61
C 1.00728 -1.22839 0.10493 -0.51
P 0.99328 0.62996 -0.13262 1.11
S 2.17161 1.70578 1.24020 -0.55
I 1.48165 1.12210 -2.52647 -0.10
H -0.71451 3.53623 0.51254 0.23
H -0.72700 3.21723 -1.09870 0.22
H -2.13019 2.85760 -0.28425 0.21
H -1.37310 -0.24896 1.34649 0.21
H -2.32140 1.09925 1.35687 0.22
H -0.95025 1.24815 2.07134 0.24
H 2.70832 -1.27230 -1.25282 0.22
H 3.27875 -1.23155 0.44837 0.25
H 2.55795 -2.57945 -0.44107 0.21
H 0.30397 -1.77230 -1.74547 0.22
H -0.98663 -1.07465 -0.75080 0.21
H -0.46210 -2.74074 -0.70087 0.22
H -1.32064 0.68919 -0.91620 0.24
H 0.77877 -1.48978 1.06832 0.24
```